No. 1
Below is a 7-piece molecular cluster, C26H31Br8N3O6 overall, with properties calculated with ωB97M-V/def2-TZVPD.

Structure (XYZ):
```
74
Properties=species:S:1:pos:R:3:forces:R:3
O -2.9850 2.6292 4.1179 -0.1 -0.1 0.1
N -3.6532 1.6524 4.4070 0.2 0.0 0.2
O -4.6610 1.6723 5.0853 0.0 0.0 -0.2
C -3.1823 0.3525 3.8997 0.1 0.2 0.2
C -4.1006 -0.5448 3.4105 -0.2 0.0 -1.1
C -3.6319 -1.6932 2.7752 0.1 0.3 0.0
C -2.2616 -1.9407 2.6910 -1.0 -0.1 -0.1
C -1.3793 -1.0345 3.2433 0.7 -0.4 0.3
C -1.8245 0.1117 3.8714 0.1 0.3 -0.2
H -5.1312 -0.2463 3.2727 -0.1 -0.1 0.5
H -4.3469 -2.3268 2.2675 0.1 -0.1 0.1
H -1.9452 -2.8328 2.1675 0.3 0.1 0.1
H -0.3147 -1.2324 3.2173 0.0 0.0 -0.1
H -1.1287 0.8286 4.2856 0.0 0.0 0.0
O 3.5739 -0.2900 -2.6743 0.1 -0.1 0.0
N 3.2414 -1.3940 -3.0567 -0.6 0.3 0.0
O 2.9735 -2.3228 -2.3202 0.2 -0.1 0.1
C 3.0713 -1.5997 -4.4995 0.3 -0.3 0.1
C 2.9089 -2.8913 -4.9695 0.4 -0.1 -0.3
C 2.8447 -3.0820 -6.3428 -0.8 0.1 0.1
C 2.8111 -1.9917 -7.2069 1.0 -0.2 0.3
C 3.0263 -0.7104 -6.7008 -0.2 -0.3 -0.6
C 3.1560 -0.5109 -5.3416 -0.6 0.3 0.0
H 2.9040 -3.7429 -4.3068 0.0 0.1 0.1
H 2.7255 -4.0870 -6.7264 0.1 0.0 0.0
H 2.7675 -2.1919 -8.2689 -0.2 0.2 0.0
H 3.1066 0.1209 -7.3887 -0.2 0.1 0.1
H 3.1690 0.4906 -4.9397 0.4 0.0 0.1
O -4.0701 -0.4184 -1.1298 0.0 0.1 0.1
N -4.8468 -0.1346 -0.2405 -0.2 -0.3 0.2
O -5.7373 -0.8635 0.1656 0.1 0.0 -0.1
C -4.7147 1.1700 0.4147 0.3 0.2 0.1
C -5.8019 1.6992 1.0890 -0.1 0.1 -0.8
C -5.6707 2.9498 1.6759 -0.3 -0.3 -0.2
C -4.4681 3.6315 1.5771 0.0 0.3 0.1
C -3.4008 3.1026 0.8669 -0.1 0.0 0.5
C -3.5071 1.8382 0.3209 0.3 0.0 -0.3
H -6.7506 1.1923 0.9716 0.0 0.0 0.5
H -6.5459 3.3833 2.1400 0.2 0.1 0.2
H -4.3271 4.5867 2.0665 -0.2 0.0 -0.1
H -2.4919 3.6854 0.8239 0.2 -0.2 -0.1
H -2.6710 1.3766 -0.1867 -0.1 0.0 -0.1
Br 1.7102 0.6666 2.1842 0.1 0.1 0.1
C 1.4318 -0.1976 0.4786 0.4 -0.7 -0.2
C 0.0817 0.1507 -0.0591 0.0 0.2 -0.9
Br -0.0832 -0.7493 -1.7991 -0.1 0.1 0.0
H 1.5745 -1.2715 0.5954 -0.3 0.1 0.3
H 2.2204 0.1154 -0.2025 0.0 0.3 0.1
H 0.0498 1.2106 -0.2996 -0.2 0.0 0.2
H -0.7951 -0.1658 0.4910 0.2 0.0 0.4
Br 1.3874 3.0781 -5.7524 0.1 -0.2 -0.1
C 2.5297 3.4029 -4.2014 -0.5 -0.1 0.1
C 1.6645 3.3324 -2.9727 0.7 0.5 0.6
Br 2.8298 3.7116 -1.4214 -0.1 -0.1 -0.1
H 2.8911 4.4145 -4.3344 0.3 -0.1 0.0
H 3.3191 2.6609 -4.1783 0.1 0.1 -0.1
H 1.2276 2.3659 -2.7593 -0.2 0.0 -0.2
H 0.9657 4.1599 -2.9638 -0.4 -0.3 0.0
Br 1.9498 -7.0352 -1.0475 -0.1 0.0 0.0
C 2.0230 -5.1193 -1.3090 0.2 0.1 -0.5
C 2.0318 -4.3551 -0.0225 0.2 0.4 0.0
Br 0.2886 -4.3050 0.8266 0.0 0.0 0.1
H 1.2113 -4.8314 -1.9720 -0.2 -0.1 0.2
H 2.9361 -4.9020 -1.8633 0.1 -0.2 0.2
H 2.2991 -3.3199 -0.2241 -0.1 0.0 -0.1
H 2.7567 -4.7448 0.6860 -0.2 -0.2 0.1
Br 5.1947 1.5469 5.0599 0.2 -0.1 -0.2
C 3.4181 1.0639 5.6194 -0.5 -0.3 0.2
C 2.8014 2.2590 6.2805 0.1 0.2 0.3
Br 0.9318 1.8931 6.6427 -0.1 0.0 0.1
H 3.4783 0.2353 6.3193 0.2 0.0 0.0
H 2.8036 0.7356 4.7864 0.4 0.1 -0.3
H 2.8475 3.1456 5.6589 -0.1 0.0 -0.1
H 3.2938 2.4566 7.2287 -0.1 0.1 0.0
```
Forces are in eV/Å.

Calculated values
total charge	0
ΔE to the lowest compared entry with this formula, charge and spin	0.00	kJ/mol
SMILES string	O=[N+]([O-])c1ccccc1.O=[N+]([O-])c1ccccc1.O=[N+]([O-])c1ccccc1.BrCCBr.BrCCBr.BrCCBr.BrCCBr
LUMO level	-0.9	eV
E_tot	-22216.90277	Ha
gap between HOMO and LUMO	8.94	eV

No. 2
Below is C8H14N3 as an isolated structure, with properties calculated with ωB97M-V/def2-TZVPD.

Structure (XYZ):
```
25
Properties=species:S:1:pos:R:3:forces:R:3
C 1.7415 -1.7186 0.1825 -0.3 5.2 -0.5
C 1.2062 1.0964 -0.5894 -4.2 -1.7 -4.2
C 2.3136 -0.4448 0.9600 2.2 -2.5 -0.8
C 2.1133 1.0144 0.4758 2.0 -2.1 1.2
C -1.8426 0.8557 0.7670 0.0 0.0 -2.4
C -2.4419 -0.4781 0.5998 -3.0 -0.6 -0.6
C -0.9698 -0.3454 0.6236 0.5 0.0 3.3
C -0.0818 -0.4742 -0.5110 2.8 2.0 -2.0
N 0.7057 -1.6355 -0.5407 -0.4 -1.2 0.0
N 1.1030 1.8440 -1.5736 0.5 1.0 1.2
N -0.8953 -0.5023 -1.8644 -0.3 -0.1 1.7
H 2.2524 -2.6014 0.2949 1.2 -2.1 0.1
H 1.9337 -0.8225 1.8651 -0.8 0.9 2.1
H 3.4521 -0.5722 1.1413 -1.9 -0.2 -0.6
H 3.1607 1.3203 0.2792 -1.0 0.6 -0.3
H 1.6389 1.6532 1.1903 0.1 0.4 1.1
H -1.9977 1.4739 -0.1051 0.4 0.2 -0.2
H -1.8912 1.4240 1.6154 -0.1 0.9 2.3
H -3.0768 -0.8713 1.4039 0.8 -0.2 -0.2
H -3.0507 -0.5771 -0.3675 1.0 -0.1 1.3
H -0.4466 -0.6340 1.6198 -1.0 0.3 -1.9
H 0.2702 2.1528 -2.0776 0.3 -0.9 0.0
H -0.6182 -1.3751 -2.3436 -0.2 0.4 0.2
H -0.7475 0.3138 -2.4559 0.3 0.0 0.0
H -1.9040 -0.5252 -1.5652 1.0 -0.2 -0.7
```
Forces are in eV/Å.

Calculated values
total charge	+1
ΔE to the lowest compared entry with this formula, charge and spin	536.79	kJ/mol
LUMO level	-3.1	eV
E_tot	-477.09245	Ha
gap between HOMO and LUMO	8.85	eV

No. 3
Below is a 2-piece molecular cluster, C5H13NO2 overall, with properties calculated with ωB97M-V/def2-TZVPD.

Structure (XYZ):
```
21
Properties=species:S:1:pos:R:3:forces:R:3
C -2.1520 -1.4156 0.0273 -0.6 0.2 0.6
C -1.3911 -1.0882 -1.2292 1.3 -0.1 -0.8
C 0.1414 -0.7398 -1.0562 -0.3 -0.2 -0.3
C 0.4848 -0.5516 0.4021 -0.9 0.2 1.0
O 0.5662 -1.5077 1.1612 0.6 -0.3 -0.3
N 0.4445 0.7006 0.9282 -0.5 0.9 -1.0
C 0.2792 1.9668 0.2208 -0.9 -0.5 0.3
H -3.2101 -1.5733 -0.1821 0.0 -0.2 -0.2
H -2.1489 -0.6098 0.7673 0.2 0.1 -0.2
H -1.7591 -2.2797 0.5594 0.1 -0.1 -0.2
H -1.3738 -1.9331 -1.9220 -0.3 -0.2 0.2
H -1.8145 -0.2980 -1.8406 -0.5 0.3 0.4
H 0.3825 0.1026 -1.6997 0.0 0.1 0.1
H 0.7024 -1.5762 -1.4633 0.2 -0.1 0.4
H 0.5151 0.8306 1.9202 0.3 -0.7 0.2
H 0.9895 2.6915 0.6091 0.3 0.0 -0.4
H -0.7235 2.3778 0.3887 0.0 0.0 0.2
H 0.3037 1.7786 -0.8442 0.6 0.4 -0.1
O 3.0273 1.3223 1.2640 0.7 -0.1 0.0
H 3.7332 0.7836 1.6387 0.0 0.1 0.2
H 3.0031 1.0186 0.3503 -0.2 0.1 0.0
```
Forces are in eV/Å.

Calculated values
total charge	0
ΔE to the lowest compared entry with this formula, charge and spin	101.74	kJ/mol
SMILES string	CCCC(=O)NC.O
LUMO level	0.7	eV
E_tot	-403.53786	Ha
gap between HOMO and LUMO	9.88	eV

No. 4
Below is one molecule with the formula C4H10O, with properties calculated with ωB97M-V/def2-TZVPD.

Structure (XYZ):
```
15
Properties=species:S:1:pos:R:3:forces:R:3
C 1.2574 -1.7624 0.4304 0.0 0.0 0.0
C -0.0456 -0.9671 0.3011 -0.1 0.0 -0.1
C 0.1869 0.5181 -0.0384 0.1 0.0 -0.1
C -1.0914 1.2534 -0.4608 0.1 -0.5 0.3
O -0.8616 2.5086 -1.0949 0.2 0.1 0.3
H 1.8487 -1.6874 -0.4891 -0.1 0.0 0.1
H 1.8794 -1.3948 1.2553 -0.1 0.0 -0.1
H 1.0647 -2.8265 0.6126 0.0 0.2 0.0
H -0.6653 -1.4263 -0.4806 0.1 0.1 0.0
H -0.6176 -1.0753 1.2364 0.1 0.2 -0.2
H 0.9075 0.6203 -0.8536 0.1 -0.2 0.0
H 0.6223 1.0107 0.8456 0.0 0.0 -0.3
H -1.6615 0.6519 -1.1868 0.1 0.0 0.4
H -1.6485 1.3376 0.4747 -0.6 0.3 -0.3
H -1.1754 3.2392 -0.5518 0.1 -0.3 0.0
```
Forces are in eV/Å.

Calculated values
total charge	0
ΔE to the lowest compared entry with this formula, charge and spin	42.09	kJ/mol
SMILES string	CCCCO
LUMO level	1.0	eV
E_tot	-233.62892	Ha
gap between HOMO and LUMO	11.25	eV

No. 5
Below is a 6-piece molecular cluster, C36H62BBrIN6O3PS overall, with properties calculated with ωB97M-V/def2-TZVPD.

Structure (XYZ):
```
112
Properties=species:S:1:pos:R:3:forces:R:3
C 2.0237 2.3647 3.8726 -0.1 -0.6 0.6
C 2.1445 1.1328 4.8569 0.2 -0.4 -0.9
C 2.2052 -0.1911 3.9761 -0.2 0.1 0.9
C 0.9922 -0.2692 2.9347 0.2 -0.3 1.4
C 0.3191 -1.7028 2.9150 0.9 -0.3 -0.6
C 0.2776 -2.3553 1.4536 0.7 -1.1 1.5
N -1.0971 -2.6809 1.0041 0.7 -0.5 -1.1
B -1.4421 -4.0995 1.3193 -1.0 -0.7 0.4
O -2.4892 -4.2910 2.2922 1.8 0.2 -0.5
C -0.7577 -5.4315 0.7281 -0.3 -1.1 1.2
C -1.2164 -6.6775 1.6295 -1.1 0.5 -0.9
C -1.3890 -2.2630 -0.3875 0.1 1.5 0.7
C -0.4271 -2.9087 -1.4540 -0.1 -0.5 -1.5
C -0.4361 -2.2589 -2.8736 1.0 1.8 -1.9
C -1.3394 -2.5953 -3.9644 0.6 1.0 -0.8
C -1.3025 -1.9415 -5.2805 1.7 1.0 1.2
C -0.2967 -0.9200 -5.5649 0.1 -0.9 2.6
C 0.6311 -0.5761 -4.4944 -1.1 -1.5 0.3
C 0.5901 -1.2236 -3.1717 -1.0 -0.1 -1.4
C 1.6827 -0.7540 -2.1600 0.1 -0.3 -0.3
P -3.2336 -2.6955 -0.6744 -0.8 -0.4 -1.1
S -3.4947 -4.3503 -1.6906 0.1 -0.3 0.4
C -1.3322 -0.6447 -0.3525 -0.4 -0.5 -1.1
Br -2.4093 -0.1245 1.2830 0.5 0.2 0.0
O -1.9861 -0.0504 -1.4425 1.0 -0.3 1.4
C -1.8832 1.3874 -1.4571 -0.2 1.9 -2.4
C -3.3493 1.9410 -1.7522 -0.2 -0.9 0.9
C -4.2002 2.2756 -0.4652 -0.4 0.4 -0.8
C -3.5185 3.2539 0.5599 -1.1 -1.3 0.3
I -3.3864 5.2117 -0.3585 0.1 -0.4 0.5
C -0.9936 1.8725 -2.6839 -0.2 0.9 0.4
C -0.7532 3.4412 -2.5935 -0.8 -0.3 -0.4
C 0.4676 3.9246 -3.4365 -0.9 0.8 1.0
O 0.1556 3.7607 -4.8270 1.3 -0.8 0.6
C 1.3287 3.5498 -5.6254 -0.6 0.0 -1.0
H 0.9626 2.4463 3.5107 1.1 0.2 0.3
H 2.3326 3.3042 4.3946 -0.3 -0.7 -0.8
H 2.6611 2.1301 2.9761 -0.5 0.5 0.8
H 1.2701 1.0400 5.5600 0.7 0.3 -0.7
H 3.0599 1.2041 5.5104 -0.8 0.0 -0.7
H 2.1698 -1.0462 4.7105 -0.1 0.6 -0.8
H 3.2049 -0.2788 3.4616 -1.0 0.2 0.3
H 0.2065 0.4459 3.3075 0.8 -0.4 -0.8
H 1.4225 0.0369 1.9464 -0.8 -0.2 0.7
H -0.7084 -1.7440 3.3542 0.8 0.4 -0.5
H 0.9598 -2.3598 3.5751 -0.7 0.5 -0.8
H 0.8939 -1.7654 0.7343 -0.8 -0.3 0.5
H 0.8214 -3.3450 1.5758 -0.2 1.0 -0.3
H -2.0696 -4.0878 3.1505 -0.7 0.2 -0.3
H -1.1064 -5.6911 -0.3094 0.7 0.6 0.8
H 0.3578 -5.3578 0.8196 -0.8 0.0 -0.6
H -1.0772 -6.4804 2.7208 0.2 -0.4 -0.9
H -2.3302 -6.7540 1.4682 1.0 0.0 0.3
H -0.7851 -7.6412 1.2725 0.0 0.9 0.5
H 0.6538 -2.9262 -1.1376 -1.3 0.2 0.2
H -0.6870 -3.9953 -1.6085 -0.1 1.1 0.4
H -2.1115 -3.3829 -3.8354 0.7 0.7 0.1
H -2.0171 -2.1848 -6.0990 0.5 -0.1 1.0
H -0.1949 -0.3736 -6.5281 -0.3 -0.7 0.8
H 1.4153 0.1968 -4.7080 -0.8 -0.8 0.4
H 1.5230 -1.0973 -1.1103 0.1 0.3 -0.9
H 2.6821 -1.1751 -2.4766 -0.9 0.4 0.3
H 1.7765 0.3635 -2.1338 -0.1 -1.0 -0.1
H -3.9416 -2.7318 0.5731 0.8 0.3 -0.4
H -3.8905 -1.6668 -1.4287 0.7 -0.1 0.8
H -0.2810 -0.2674 -0.2764 -1.0 -0.2 0.4
H -1.4085 1.8421 -0.5525 -0.6 -0.8 -0.4
H -3.8818 1.0838 -2.2617 0.6 0.9 0.3
H -3.3603 2.7961 -2.4688 0.3 -0.6 0.7
H -4.5606 1.3142 -0.0025 0.7 1.0 -0.1
H -5.1384 2.7915 -0.8287 0.9 -0.5 0.4
H -4.2208 3.3320 1.4378 0.8 0.3 -0.9
H -2.5502 2.8554 0.9443 -0.6 0.7 -0.5
H -1.5800 1.7087 -3.6278 0.9 -0.4 0.7
H 0.0170 1.4006 -2.6931 -1.0 0.0 -0.1
H -1.6655 3.9430 -3.0295 0.9 -0.3 0.5
H -0.7272 3.7707 -1.5175 0.4 -0.2 -1.0
H 1.3953 3.3947 -3.1003 -0.7 0.3 -0.5
H 0.5835 5.0335 -3.2514 0.2 -1.0 0.0
H 1.0671 2.7581 -6.3831 0.3 0.8 0.6
H 2.2117 3.1704 -5.0528 -0.7 0.5 -0.3
H 1.5501 4.5105 -6.1759 0.2 -1.0 0.6
C -0.9362 8.7727 -1.6933 -0.5 -0.1 -0.1
C -2.3808 8.4850 -1.8502 0.6 0.1 0.1
N -3.5002 8.2594 -1.9709 0.1 0.0 0.0
H -0.3675 8.2323 -2.4495 -0.1 0.0 0.0
H -0.7573 9.8414 -1.8083 0.0 -0.1 0.0
H -0.6024 8.4593 -0.7044 -0.1 0.0 0.0
C 4.3828 3.0719 0.6229 -0.5 0.0 -0.2
C 3.1264 2.7347 -0.0833 0.5 0.1 0.3
N 2.1509 2.4765 -0.6304 0.0 0.1 0.0
H 4.4338 2.5267 1.5642 0.0 0.0 -0.1
H 5.2377 2.7983 0.0061 -0.1 0.0 0.0
H 4.4165 4.1422 0.8268 -0.1 0.0 0.0
C -1.7498 2.9602 5.7025 0.4 0.4 -0.2
C -0.7066 3.9342 5.3040 -0.5 -0.4 0.2
N 0.1020 4.6882 4.9955 -0.1 0.0 0.1
H -2.4956 2.8734 4.9126 0.1 0.0 0.0
H -1.2976 1.9836 5.8747 0.0 0.1 0.0
H -2.2372 3.2941 6.6179 0.0 0.0 0.0
C 0.6493 -9.4795 4.2968 0.2 0.2 -0.5
C 1.1866 -8.8713 3.0574 -0.2 -0.3 0.5
N 1.6028 -8.3995 2.0976 0.1 -0.1 0.1
H 1.3486 -9.3250 5.1179 0.0 0.0 -0.1
H -0.3057 -9.0195 4.5501 0.0 0.0 -0.1
H 0.5021 -10.5490 4.1503 0.0 0.1 0.0
C 5.8288 -1.5606 -1.1021 -0.3 0.3 0.3
C 4.9592 -0.6513 -0.3194 0.3 -0.4 -0.3
N 4.2834 0.0529 0.2858 0.1 -0.2 0.0
H 6.6257 -0.9908 -1.5789 -0.1 0.0 0.0
H 6.2698 -2.3081 -0.4434 0.0 0.1 0.0
H 5.2415 -2.0638 -1.8699 0.0 0.0 0.1
```
Forces are in eV/Å.

Calculated values
total charge	0
ΔE to the lowest compared entry with this formula, charge and spin	250.12	kJ/mol
SMILES string	CCCCCCN(B(O)CC)[C@@](Cc1ccccc1C)([PH2]=S)[C@H](Br)O[C@H](CCCI)CCCOC.CC#N.CC#N.CC#N.CC#N.CC#N
LUMO level	0.2	eV
E_tot	-5599.14813	Ha
gap between HOMO and LUMO	8.49	eV

No. 6
Below is one molecule with the formula CH3BrCl2Si, with properties calculated with ωB97M-V/def2-TZVPD.

Structure (XYZ):
```
8
Properties=species:S:1:pos:R:3:forces:R:3
C 0.3407 -1.5666 1.7162 -1.8 1.5 1.6
Si -0.1733 0.6180 -1.2828 0.3 -0.5 1.4
Cl 1.0940 1.5998 -2.4686 0.8 -0.5 -1.4
Cl -0.7019 2.2532 -0.2461 -1.4 0.4 0.8
Br 1.2158 -0.4068 0.4031 0.4 0.6 -2.5
H 0.1940 -0.6946 2.4929 0.2 -1.6 -0.8
H -0.6907 -1.5288 1.2537 0.6 -0.6 0.4
H -1.2786 -0.2742 -1.8686 1.0 0.7 0.5
```
Forces are in eV/Å.

Calculated values
total charge	0
ΔE to the lowest compared entry with this formula, charge and spin	381.15	kJ/mol
LUMO level	-0.4	eV
E_tot	-3823.74056	Ha
gap between HOMO and LUMO	7.67	eV

No. 7
Below is a 2-piece molecular cluster, C9H14O overall, with properties calculated with ωB97M-V/def2-TZVPD.

Structure (XYZ):
```
24
Properties=species:S:1:pos:R:3:forces:R:3
C -0.7980 -1.1999 -1.2674 -2.6 -1.4 -2.0
C -2.3556 2.3482 -1.2099 0.2 -0.8 0.2
C -1.3574 3.0040 -0.4683 -0.1 -1.7 -0.9
C -2.3192 0.9489 -1.4498 4.5 1.0 2.6
C -1.1421 0.2170 -1.1038 -2.3 2.1 -1.3
C -0.2182 2.2970 -0.2197 1.0 1.6 1.2
C -0.0702 0.9869 -0.7006 0.0 1.1 0.7
H -3.2947 2.7896 -1.3906 -0.9 0.9 -0.3
H -1.4015 4.0325 -0.2871 -0.3 1.4 0.7
H -3.1420 0.5920 -1.8789 -3.2 -2.2 -1.7
H 0.5815 2.8313 0.3977 -0.7 -0.9 -1.1
H -1.2591 -1.7263 -0.3932 1.6 -0.1 -0.3
H 0.2647 -1.1726 -1.5728 -0.3 -1.0 0.7
H 0.8900 0.6492 -0.9124 1.8 -0.9 0.2
H -1.3869 -1.6917 -2.1447 0.9 0.8 1.1
C 2.0262 -1.8263 2.2364 1.5 1.3 3.4
C 1.9598 -1.0844 0.9230 0.6 0.4 -0.9
O 1.1815 -2.9266 2.5360 -0.1 -1.0 -3.3
H 3.0507 -2.0933 2.6459 -0.4 -0.1 -1.5
H 1.8452 -1.0593 3.0440 -0.6 -0.6 -0.7
H 1.4898 -0.1126 1.0610 0.4 0.2 0.2
H 1.1879 -3.3975 1.6334 -0.4 0.6 2.2
H 1.3279 -1.4289 0.1183 -0.4 -1.1 0.2
H 2.9398 -0.9771 0.4035 -0.5 0.1 0.7
```
Forces are in eV/Å.

Calculated values
total charge	-1
ΔE to the lowest compared entry with this formula, charge and spin	227.27	kJ/mol
multiplicity	2
LUMO level (spin up / spin down)	3.3 / 3.2	eV
E_tot	-426.43777	Ha
gap between HOMO and LUMO (spin up / spin down)	2.40 / 7.20	eV

No. 8
Below is C4H6AgO as an isolated structure, with properties calculated with ωB97M-V/def2-TZVPD.

Structure (XYZ):
```
12
Properties=species:S:1:pos:R:3:forces:R:3
O 1.4793 -1.4778 1.6942 0.4 0.9 -0.4
C -1.2952 0.9123 -0.1426 0.5 0.5 0.3
C -0.3739 1.9073 -0.2677 -0.3 -0.9 0.7
H -2.0732 1.0204 -0.9293 0.3 -0.6 0.3
H 0.4065 2.0546 0.4972 -0.1 -0.2 -0.5
H -0.3231 2.6114 -1.1186 -0.3 -0.2 0.4
Ag -0.8029 -1.0504 1.4869 0.8 1.5 -1.4
C 2.5787 -1.2451 0.9918 -0.9 -1.6 0.5
C 2.8375 -1.6796 -0.2709 0.0 0.1 0.0
H 3.4320 -0.8305 1.5673 -0.3 0.0 -0.1
H 2.0344 -2.0651 -0.9087 0.3 0.0 0.3
H 3.8683 -1.7911 -0.6110 -0.2 0.5 -0.1
```
Forces are in eV/Å.

Calculated values
total charge	-1
ΔE to the lowest compared entry with this formula, charge and spin	20.60	kJ/mol
LUMO level	3.3	eV
E_tot	-378.11316	Ha
gap between HOMO and LUMO	6.41	eV

no.,largest force on an atom (eV Å⁻¹)
1,1.08
2,6.17
3,1.48
4,0.68
5,3.02
6,2.87
7,5.33
8,2.19